(1)
The following is a quantum chemistry calculation of an isolated ion of composition C6H11N2 and charge +1 at a distorted geometry, from the Open Molecules 2025 dataset.

Structure (ORCA input):
```
! wB97M-V def2-TZVPD RIJCOSX def2/J DEFGRID3
* xyz 1 1
C -1.05913 2.69522 0.15886
N -0.48919 1.71683 0.73732
N -0.44860 1.42618 2.08488
C 0.42944 0.44156 1.99278
C 0.59284 0.46654 0.46805
C -0.11089 -0.84496 -0.28451
C -0.04110 -0.61133 -1.84136
C 0.56347 -2.17476 0.01864
H -1.50710 3.42903 0.91559
H -0.98795 2.66964 -0.96964
H 0.70318 -0.10975 2.87600
H 1.59478 0.74837 0.00178
H -1.12993 -0.70047 0.12058
H -0.70443 -1.49976 -2.19518
H 0.92563 -0.57413 -2.21967
H -0.51620 0.35254 -2.08336
H 1.32338 -2.35653 -0.77703
H -0.22658 -2.82965 0.00933
H 1.08836 -2.24457 0.98694
*
```

The calculation puts the molar mass at 111.17 g mol⁻¹. The max |F| comes out at 0.08933 hartree/bohr. The frontier orbital gap is 10.09 eV. As for the SMILES: C=[N+]1N=C[C@H]1C(C)C.

=====

(2)
The following is a quantum chemistry calculation of an isolated ion of composition C13H16BrN3 and charge +2, from the Open Molecules 2025 dataset.

Structure (ORCA input):
```
! wB97M-V def2-TZVPD RIJCOSX def2/J DEFGRID3
* xyz 2 1
C 4.46567 -1.81521 0.05027
C 4.47735 -0.29516 0.27834
C 3.68895 0.38723 -0.83450
Br 4.23220 2.21032 -1.13105
N 2.22562 0.36617 -0.57622
C 1.70953 0.84182 0.56711
C 0.34812 0.83273 0.79533
C -0.51232 0.33389 -0.17111
C -1.97331 0.31206 0.06316
C -2.87853 0.83848 -0.84064
C -4.22829 0.79231 -0.56423
N -4.68027 0.21920 0.56081
N -6.03770 0.25729 0.84851
C -3.82196 -0.30163 1.45360
C -2.46109 -0.26016 1.23395
C 0.03679 -0.13285 -1.35590
C 1.40643 -0.10332 -1.53170
H 3.43720 -2.16292 0.02417
H 5.00602 -2.32656 0.83650
H 4.96004 -2.04189 -0.88997
H 4.02827 -0.10411 1.24919
H 5.48822 0.08905 0.28614
H 3.83504 -0.18677 -1.73688
H 2.39775 1.25654 1.28176
H -0.02331 1.24772 1.71630
H -2.53843 1.31559 -1.74266
H -4.97580 1.21840 -1.21070
H -6.26221 -0.40851 1.57883
H -6.58710 0.01107 0.03014
H -4.22054 -0.74108 2.35266
H -1.77477 -0.67726 1.94932
H -0.61570 -0.51775 -2.12123
H 1.84814 -0.45472 -2.44934
*
```

The calculation puts the molar mass at 294.20 g mol⁻¹. The max |F| comes out at 0.01480 hartree/bohr. The frontier orbital gap is 8.25 eV.

=====

(3)
The following is a quantum chemistry calculation of C16H12Br4N4O3STi as an isolated structure, from the Open Molecules 2025 dataset.

Structure (ORCA input):
```
! wB97M-V def2-TZVPD RIJCOSX def2/J DEFGRID3
* xyz 0 1
Ti 0.11511 -0.58510 0.59887
C 1.19715 -1.87021 -3.61784
C 0.79003 -1.18430 -2.35696
N 0.98043 -1.65358 -1.17732
N 1.56318 -2.88861 -1.08377
C 1.92555 -3.17187 0.14071
N 2.49071 -4.38226 0.34168
S 1.78795 -2.11551 1.51158
C 0.10825 0.12209 -2.40353
C -0.06477 0.82507 -3.58425
C -0.72742 2.04300 -3.55110
C -1.20332 2.51092 -2.34226
C -0.99098 1.75041 -1.20285
N -0.34497 0.58637 -1.22621
H 1.50613 -2.88603 -3.39945
H 2.03375 -1.34093 -4.08081
H 0.37288 -1.88121 -4.33166
H 2.74659 -4.92760 -0.46350
H 2.91220 -4.58452 1.22894
H 0.31846 0.42537 -4.51114
H -0.87025 2.61203 -4.46005
H -1.73491 3.44801 -2.26368
H -1.36189 2.07542 -0.24232
Br 1.20943 5.28918 4.10579
C 0.38142 3.81341 3.27802
C -1.00866 3.68700 3.28155
Br -2.08909 4.99039 4.10680
C -1.61154 2.58629 2.66769
Br -3.47853 2.33772 2.59651
C -0.82539 1.61521 2.06478
O -1.27837 0.53385 1.44670
C 0.57033 1.75427 2.04598
O 1.20107 0.77089 1.41605
C 1.17159 2.84395 2.65487
Br 3.05067 2.93813 2.58185
C -1.88492 -2.91489 2.10015
C -1.21831 -1.96903 1.17674
O -1.54056 -1.76407 0.01194
H -2.90179 -2.55682 2.27416
H -1.34936 -2.98622 3.04181
H -1.94786 -3.89625 1.62556
*
```

The calculation puts the molar mass at 707.85 g mol⁻¹. The max |F| comes out at 0.00337 hartree/bohr. The frontier orbital gap is 6.88 eV.